1.
Here is a molecular structure, C7H63ClN2O26 in a non-equilibrium geometry from the OMol25 dataset. Energies are from ωB97M-V/def2-TZVPD.

Results
Spin multiplicity: 1
LUMO level: -0.33 eV
E_tot: -2830.4524 Eh
Orbital gap: 9.1 eV

Each line ends with the Löwdin charge.
Cartesian coordinates (Å):
1 C 2.677 -1.926 1.814  -0.103
2 C 2.474 -0.961 0.638  -0.263
3 C 1.259 -0.016 0.634  -0.564
4 Cl 1.657 1.561 1.413  0.740
5 C -0.054 -0.569 1.198  -0.522
6 N -0.100 -0.780 2.653  0.122
7 C -0.483 -1.846 0.440  -0.115
8 C -1.946 -1.987 0.875  -0.055
9 C -2.366 -0.545 0.959  -0.383
10 O -3.455 -0.121 1.069  0.143
11 N -1.218 0.331 0.893  0.112
12 H 3.564 -2.546 1.597  0.073
13 H 2.900 -1.389 2.753  0.081
14 H 1.826 -2.602 1.983  0.061
15 H 3.366 -0.313 0.583  0.093
16 H 2.461 -1.504 -0.325  0.109
17 H 1.055 0.257 -0.417  0.102
18 H 0.838 -0.787 3.051  0.072
19 H -0.569 0.013 3.106  0.076
20 H 0.168 -2.728 0.500  0.114
21 H -0.503 -1.545 -0.630  0.114
22 H -2.506 -2.554 0.117  0.119
23 H -1.991 -2.497 1.850  0.117
24 H -1.146 0.696 -0.059  0.141
25 O -1.755 2.998 1.726  -0.072
26 H -1.622 2.063 1.483  -0.007
27 H -1.302 3.491 1.029  0.007
28 O -0.296 1.946 3.979  -0.093
29 H -0.207 2.631 4.646  0.049
30 H -0.580 2.393 3.161  -0.006
31 O -1.005 -4.134 -1.479  -0.054
32 H -0.594 -5.003 -1.398  0.049
33 H -1.636 -4.298 -2.196  0.023
34 O 0.431 4.304 0.178  -0.091
35 H 0.844 3.662 0.770  -0.041
36 H 0.422 5.146 0.676  0.028
37 O 0.745 6.862 1.120  -0.062
38 H 0.879 7.190 0.216  0.018
39 H 1.137 7.519 1.706  0.023
40 O 2.687 -4.790 0.110  -0.057
41 H 3.467 -4.679 -0.443  0.047
42 H 2.979 -5.364 0.831  0.041
43 O -3.787 1.102 2.890  -0.069
44 H -3.618 2.009 2.613  0.014
45 H -3.846 0.610 2.061  -0.115
46 O 3.427 0.387 -1.978  -0.066
47 H 4.101 1.075 -1.912  0.026
48 H 2.828 0.752 -2.640  0.020
49 O -1.764 -5.963 -3.532  -0.045
50 H -1.256 -6.066 -4.345  0.048
51 H -2.286 -6.770 -3.478  0.058
52 O 2.045 3.006 -2.047  -0.057
53 H 1.666 3.261 -1.194  -0.009
54 H 2.094 3.840 -2.527  0.040
55 O 1.862 7.985 -1.321  -0.049
56 H 1.901 7.533 -2.176  0.008
57 H 2.774 8.053 -1.022  0.052
58 O 0.944 -6.406 1.975  -0.048
59 H 0.974 -5.828 1.203  0.010
60 H 0.352 -7.119 1.706  0.037
61 O -0.763 -8.119 3.660  -0.061
62 H -0.336 -7.261 3.544  0.007
63 H -1.385 -7.984 4.381  0.038
64 O -2.792 -1.630 -2.604  -0.022
65 H -2.442 -1.010 -1.957  0.032
66 H -2.158 -2.355 -2.606  0.025
67 O -0.881 -3.566 3.706  -0.073
68 H -1.226 -3.617 4.604  0.037
69 H -0.532 -2.666 3.629  -0.006
70 O -1.778 3.304 -1.599  -0.047
71 H -1.597 2.855 -2.432  0.052
72 H -0.916 3.399 -1.166  -0.003
73 O -5.417 -3.092 -3.047  -0.075
74 H -4.691 -2.523 -2.759  -0.017
75 H -5.740 -2.653 -3.840  0.035
76 O 1.138 0.530 6.333  -0.058
77 H 1.801 1.194 6.546  0.031
78 H 0.691 0.857 5.542  -0.010
79 O -1.553 6.302 -2.178  -0.058
80 H -1.120 6.155 -3.024  0.021
81 H -1.711 5.412 -1.831  -0.002
82 O 0.450 -7.990 -3.954  -0.055
83 H 0.549 -8.883 -3.606  0.042
84 H 0.663 -7.408 -3.217  0.029
85 O 4.910 2.140 -3.949  -0.049
86 H 5.063 3.030 -4.281  0.040
87 H 4.416 1.693 -4.644  0.044
88 O 1.361 7.874 3.844  -0.047
89 H 0.784 7.426 4.472  0.050
90 H 2.161 7.338 3.818  0.045
91 O 2.140 7.331 -4.222  -0.048
92 H 2.654 8.128 -4.396  0.054
93 H 1.475 7.310 -4.918  0.051
94 O -5.901 -0.065 -2.177  -0.056
95 H -5.184 0.047 -1.542  0.021
96 H -6.529 -0.637 -1.724  0.041
97 O 1.134 -3.044 -3.454  -0.059
98 H 1.932 -3.466 -3.121  0.028
99 H 0.415 -3.401 -2.917  -0.013

Forces on atoms 1 to 6 (eV/Å):
C 0.111 0.043 0.177
C 0.417 0.130 -0.114
C -0.354 -0.117 -0.678
Cl 0.190 -0.069 0.253
C -0.180 -0.088 0.046
N 0.313 0.356 0.143

2.
Here is C3H4N4O in the gas phase in a non-equilibrium geometry from the OMol25 dataset. Energies are from ωB97M-V/def2-TZVPD.

Results
SMILES string: [H]/N=C1\NN=CN=CO1
Energy relative to the best compared isomer or geometry (same formula, charge and spin): 5.253 eV
Spin multiplicity: 1
LUMO level: 0.12 eV
E_tot: -410.8102 Eh
Orbital gap: 10.0 eV

Each line ends with the Löwdin charge.
Cartesian coordinates (Å):
1 C -1.099 0.075 0.042  -0.394
2 C 1.713 -0.505 -0.305  -0.220
3 C 0.706 1.602 0.127  -0.245
4 H -2.798 -0.916 -0.321  0.103
5 H -0.939 -1.885 0.516  0.060
6 H 2.900 -1.001 -0.393  0.188
7 H 0.455 2.824 0.173  0.199
8 N -2.430 0.148 -0.128  0.099
9 N -0.369 -1.154 0.456  0.086
10 N 0.821 -1.330 -0.220  0.011
11 N 1.629 0.839 0.250  0.103
12 O -0.590 1.304 -0.197  0.011

Forces on atoms 1 to 6 (eV/Å):
C -5.691 -1.449 -0.266
C 4.486 1.678 1.983
C -4.024 4.862 -0.207
H 0.980 3.161 1.197
H -2.624 -3.819 -0.235
H -3.694 2.032 -0.493

3.
Here is C12H17NO in the gas phase in a non-equilibrium geometry from the OMol25 dataset. Energies are from ωB97M-V/def2-TZVPD.

Results
Energy relative to the best compared isomer or geometry (same formula, charge and spin): 7.760 eV
Spin multiplicity: 1
LUMO level (alpha / beta): -1.56 / 0.00 eV
E_tot: -597.1996 Eh
Orbital gap (alpha / beta): 6.2 / 8.6 eV

Each line ends with the Löwdin charge.
Cartesian coordinates (Å):
1 C 0.062 3.406 -2.446  0.153
2 C 0.404 2.274 -2.621  -0.125
3 C 2.235 1.007 -3.379  -0.224
4 C 0.911 1.025 -2.963  -0.173
5 C -1.637 1.694 1.848  -0.050
6 C -0.573 -0.628 2.551  -0.069
7 C 2.139 -2.009 -1.873  -0.057
8 C 0.340 -0.428 -2.704  -0.118
9 C 0.845 -0.566 -0.226  -0.159
10 C -0.504 0.595 1.525  -0.362
11 C -0.511 0.170 0.037  -0.369
12 C 0.905 -1.157 -1.534  -0.289
13 N 3.379 0.965 -3.484  0.184
14 O -1.631 -0.594 -0.372  -0.034
15 H -2.616 1.154 1.737  0.088
16 H -1.552 2.443 1.054  0.067
17 H -1.368 1.897 2.850  0.050
18 H 0.368 -1.328 2.343  0.096
19 H -0.380 -0.329 3.604  0.072
20 H -1.480 -1.230 2.427  0.066
21 H 3.054 -1.281 -2.159  0.114
22 H 2.512 -2.526 -0.934  0.085
23 H 1.713 -2.655 -2.684  0.087
24 H -0.449 4.344 -2.204  0.060
25 H -0.786 -0.323 -2.504  0.139
26 H 0.558 -0.947 -3.595  0.094
27 H 1.057 -1.344 0.452  0.082
28 H 1.698 0.219 -0.189  0.174
29 H 0.391 1.141 1.832  0.122
30 H -0.467 1.278 -0.487  0.166
31 H -1.420 -1.535 -0.118  0.131

Forces on atoms 1 to 6 (eV/Å):
C -1.565 2.387 0.822
C 0.365 -1.734 -0.526
C 0.223 0.259 0.531
C -0.517 -1.544 0.587
C 0.395 -3.474 -1.974
C 2.386 -0.431 -1.145